C24H49BCsNO10PtS5 | the ωB97M-V functional and the def2-TZVPD basis

Last column: Löwdin charge in e.
Element x y z (Å)
Cs: -9.723 -3.559 7.271  1.0006
Pt: -9.464 1.738 7.862  1.2579
B: -10.130 -0.439 8.277  -0.6137
H: -10.770 0.089 7.488  -0.0345
H: -10.116 0.249 9.204  -0.0121
H: -10.567 -1.442 8.598  -0.1018
H: -9.047 -0.599 7.911  -0.0583
C: -5.738 2.001 3.513  -0.1866
C: -7.131 2.565 3.168  -0.2054
C: -8.081 1.395 3.231  -0.1888
S: -7.571 0.471 4.756  0.7242
O: -7.481 -0.954 4.502  -0.3179
O: -8.391 0.963 5.857  -0.4340
C: -5.899 1.191 4.799  -0.2152
H: -5.030 2.779 3.800  0.1228
H: -5.341 1.432 2.678  0.1261
H: -7.098 3.022 2.178  0.1256
H: -7.443 3.392 3.809  0.1240
H: -7.957 0.703 2.396  0.1191
H: -9.153 1.572 3.264  0.0711
H: -5.150 0.407 4.890  0.1099
H: -5.892 1.777 5.719  0.0952
C: -13.644 -0.197 4.243  -0.2070
C: -12.361 -1.057 4.348  -0.1961
C: -11.209 -0.097 4.081  -0.2024
S: -11.671 1.570 4.705  0.7114
O: -11.628 2.441 3.560  -0.2971
O: -10.979 1.883 5.931  -0.4205
C: -13.414 1.053 5.067  -0.1894
H: -14.511 -0.754 4.597  0.1231
H: -13.857 0.080 3.208  0.1269
H: -12.427 -1.842 3.595  0.1211
H: -12.370 -1.573 5.311  0.1046
H: -11.020 -0.054 3.012  0.1155
H: -10.320 -0.434 4.618  0.0791
H: -14.086 1.884 4.891  0.1068
H: -13.356 0.730 6.110  0.0964
C: -10.398 3.950 12.947  -0.1951
C: -9.299 5.010 12.708  -0.2019
C: -8.706 4.805 11.330  -0.1902
S: -8.699 2.986 11.048  0.7687
O: -7.390 2.445 11.333  -0.2999
O: -9.357 2.687 9.783  -0.4725
C: -9.918 2.622 12.373  -0.1800
H: -11.303 4.324 12.460  0.1048
H: -10.624 3.871 14.007  0.1248
H: -8.550 4.768 13.466  0.1253
H: -9.695 6.014 12.824  0.1265
H: -7.674 5.151 11.282  0.1098
H: -9.282 5.329 10.567  0.1062
H: -9.350 2.086 13.138  0.1119
H: -10.615 1.899 11.955  0.0992
C: -14.507 4.173 7.517  -0.2035
C: -13.858 5.383 8.204  -0.1890
C: -12.547 4.909 8.860  -0.2070
S: -12.688 3.161 9.241  0.7141
O: -12.825 2.901 10.655  -0.3048
O: -11.688 2.416 8.480  -0.4218
C: -14.330 3.007 8.466  -0.2089
H: -14.041 3.985 6.547  0.1098
H: -15.546 4.409 7.291  0.1264
H: -14.534 5.763 8.973  0.1223
H: -13.708 6.241 7.552  0.1231
H: -12.277 5.429 9.778  0.1033
H: -11.745 5.022 8.129  0.1092
H: -15.086 3.063 9.252  0.1127
H: -14.438 2.001 8.064  0.0924
C: -5.249 -0.283 11.034  -0.1912
C: -4.120 0.242 10.142  -0.2035
C: -4.754 1.252 9.171  -0.1786
S: -6.200 0.322 8.616  0.7191
O: -5.883 -0.444 7.445  -0.2929
O: -7.378 1.192 8.603  -0.4547
C: -6.366 -0.726 10.086  -0.1868
H: -5.576 0.611 11.570  0.1041
H: -4.984 -1.061 11.742  0.1262
H: -3.660 -0.614 9.643  0.1261
H: -3.374 0.758 10.745  0.1267
H: -4.165 1.491 8.291  0.1124
H: -5.124 2.119 9.716  0.1053
H: -6.331 -1.771 9.781  0.1114
H: -7.383 -0.495 10.402  0.1011
N: -15.830 -0.703 9.690  0.0160
C: -15.286 -1.633 8.833  -0.1132
C: -13.922 -1.453 8.895  -0.1263
C: -13.656 -0.460 9.833  -0.1208
C: -14.843 0.047 10.295  -0.1192
H: -16.819 -0.619 9.849  0.1490
H: -15.877 -2.356 8.299  0.1096
H: -13.253 -2.070 8.317  0.0796
H: -12.650 -0.135 10.057  0.0897
H: -15.115 0.810 11.001  0.1145

Properties
E   -106276.2625 eV
Multiplicity   3
HOMO level (alpha / beta)   -12.2 / -12.2 eV
Gap between HOMO and LUMO (alpha / beta)   7.75 / 5.81 eV
Relative energy (zero: lowest compared OMol25 entry of this formula, charge and spin)   0.00 kcal per mole
Lowest unoccupied orbital energy (alpha / beta)   -4.5 / -6.4 eV
Charge   +2